Entry 1:
Entry from the Open Molecules 2025 dataset: C27H84O21 as an isolated structure (ωB97M-V/def2-TZVPD).

```
132
Properties=species:S:1:pos:R:3:forces:R:3
C 10.57034 -17.21637 -7.45014 1.8 -0.7 0.8
O 9.44989 -16.74566 -6.80472 -1.4 0.4 0.4
C 9.59676 -16.30730 -5.45513 -0.4 0.0 0.3
C 9.85484 -17.42318 -4.40277 0.5 -0.7 -1.1
O 9.01870 -18.57582 -4.53501 0.4 1.6 1.1
C 7.79238 -18.36876 -3.80675 5.8 -1.0 -1.5
H 10.40792 -18.03016 -8.15686 -0.7 0.2 -0.1
H 11.22100 -17.66295 -6.69827 0.4 -0.1 0.0
H 11.16722 -16.45551 -7.95305 -0.1 0.4 -0.1
H 8.70763 -15.71566 -5.23720 -0.6 -0.6 0.0
H 10.33154 -15.50821 -5.35687 0.9 -0.2 -0.1
H 9.85246 -17.08420 -3.36681 -0.3 0.5 -0.1
H 10.87327 -17.79238 -4.52350 0.2 0.0 -0.3
H 7.57021 -19.27842 -3.24884 2.3 -0.2 0.0
H 6.96901 -18.34367 -4.52057 6.9 1.9 -0.2
H 7.73962 -17.56530 -3.07205 1.2 -0.8 -3.4
C 5.01200 -19.96082 -6.41663 3.5 4.3 5.3
O 4.06317 -19.35351 -5.50784 5.5 -0.9 0.0
C 4.42443 -19.37344 -4.11133 -1.3 2.0 0.9
C 5.78580 -18.73881 -3.72494 -7.4 -3.7 0.2
O 5.84408 -17.30136 -3.91003 -3.3 0.3 7.7
C 5.02031 -16.65494 -2.91414 -1.1 -3.4 -3.6
H 4.74145 -19.81493 -7.46238 0.2 0.0 4.3
H 5.12483 -21.02375 -6.20320 1.3 2.1 2.7
H 6.01282 -19.52906 -6.42412 -1.2 0.9 1.5
H 4.28846 -20.35833 -3.66459 0.7 0.4 -0.3
H 3.57639 -18.77676 -3.77529 0.6 -0.2 0.4
H 6.45080 -19.24342 -4.42582 -3.3 -1.8 0.0
H 6.21273 -19.17620 -2.82244 -1.7 1.1 -0.1
H 3.97514 -16.63750 -3.22304 1.7 -0.8 -0.5
H 5.30444 -15.60368 -2.96104 -2.1 -4.3 -1.4
H 5.08394 -17.16729 -1.95415 1.3 0.3 -1.8
C 2.75022 -20.12255 -9.03057 -0.9 -0.9 -1.6
O 3.97810 -19.70657 -8.43780 -3.0 0.7 -6.3
C 5.13037 -19.63351 -9.35652 -0.7 -0.3 -0.5
C 6.38317 -19.57240 -8.53831 0.2 1.3 -0.8
O 6.67098 -20.84486 -8.04880 0.8 0.0 -1.7
C 7.59898 -20.84829 -7.01535 0.5 -0.3 1.8
H 1.86162 -19.89268 -8.44263 0.5 0.6 -0.5
H 2.63358 -21.20419 -9.09783 0.8 -0.4 -0.1
H 2.59419 -19.74502 -10.04114 0.3 0.3 -0.1
H 5.05616 -18.69723 -9.90965 -0.1 -0.2 -0.4
H 5.11714 -20.52360 -9.98555 -0.1 0.1 -0.3
H 6.14102 -18.80924 -7.79869 0.9 -0.1 0.2
H 7.24117 -19.09983 -9.01643 0.1 -0.4 -0.8
H 7.91190 -21.85543 -6.73997 0.3 -0.1 -0.8
H 6.97824 -20.57159 -6.16316 1.6 0.1 0.5
H 8.43271 -20.16908 -7.19328 0.0 -0.1 0.1
C 3.56118 -14.53670 2.12889 1.7 -1.6 0.4
O 3.77226 -14.89421 0.73944 -0.9 0.0 0.5
C 3.44897 -16.30250 0.47575 -1.8 2.5 0.9
C 3.33652 -16.42709 -1.03640 -3.5 0.8 0.4
O 2.59162 -17.64930 -1.42823 0.2 9.1 -7.6
C 2.11174 -17.61192 -2.78140 -1.9 1.2 1.3
H 4.32373 -15.08950 2.67755 0.3 -0.3 0.3
H 2.65692 -14.89356 2.62187 -0.6 0.3 -0.7
H 3.81411 -13.52036 2.43084 -0.5 0.3 -1.1
H 2.50806 -16.56026 0.96192 -0.1 0.1 0.2
H 4.28199 -16.93506 0.78243 -2.8 1.3 3.7
H 4.26762 -16.24681 -1.57365 -2.1 -0.8 2.8
H 2.70124 -15.62618 -1.41466 -0.1 -0.2 1.1
H 2.71309 -16.96041 -3.41544 -1.2 -0.5 -0.4
H 1.10006 -17.24788 -2.60234 -0.3 0.3 -1.0
H 2.01043 -18.64880 -3.10192 0.0 0.5 -0.3
C 3.76364 -22.21976 -0.11696 -0.9 -1.0 1.0
O 4.49335 -21.73372 -1.21054 -4.0 -4.1 1.9
C 4.02390 -22.37344 -2.45504 -1.0 -0.8 0.0
C 2.58969 -21.99180 -2.96220 1.1 -0.9 0.0
O 2.47403 -22.31077 -4.34363 -0.9 -1.6 2.0
C 2.88828 -21.29982 -5.21476 4.0 -6.2 4.0
H 3.74588 -23.30932 -0.09119 0.4 -0.2 0.1
H 2.70845 -21.95038 -0.16300 -0.1 0.4 -0.1
H 4.15221 -21.80620 0.81367 0.2 0.0 -0.2
H 4.12180 -23.44401 -2.27502 -0.4 -0.2 -0.1
H 4.85888 -22.11525 -3.10639 -1.7 -0.7 -1.4
H 2.38258 -20.95487 -2.69765 -0.2 -0.3 -0.6
H 1.89781 -22.62251 -2.40397 -0.2 0.0 -0.2
H 2.34420 -20.37958 -5.00206 4.3 -1.6 6.9
H 2.62908 -21.71099 -6.19040 0.0 0.2 0.0
H 3.97408 -21.23358 -5.14587 -0.9 -0.6 0.1
C 5.52144 -17.85272 -0.11489 2.5 -2.1 0.5
O 6.88030 -17.65348 0.47159 -2.6 0.8 -1.0
C 7.38206 -16.44939 -0.10385 0.1 0.1 0.3
C 8.14202 -16.72116 -1.37619 2.7 0.2 2.9
O 9.43616 -17.32611 -1.11656 -1.1 -0.6 -0.6
C 10.35509 -16.62020 -0.29698 -0.2 -1.2 -1.0
H 4.76134 -17.07723 -0.02022 4.5 -0.7 -2.6
H 4.94531 -18.60459 0.42440 0.8 -0.7 0.3
H 5.53747 -18.18258 -1.15365 1.3 -0.5 0.8
H 7.90885 -15.89468 0.67261 0.8 -0.3 0.0
H 6.63698 -15.72105 -0.42396 0.2 -1.8 1.2
H 8.31310 -15.76489 -1.87053 1.2 -1.3 0.2
H 7.61002 -17.38243 -2.06015 -0.1 0.8 2.8
H 10.57033 -15.66759 -0.78101 0.0 0.5 0.6
H 11.25007 -17.23785 -0.37196 0.2 0.2 0.1
H 10.05666 -16.64494 0.75108 -0.1 0.7 0.0
O 5.97344 -21.00457 -2.38052 4.9 2.2 -2.2
H 6.31558 -20.58099 -1.59327 0.2 -0.1 0.3
H 5.48267 -21.75846 -2.05340 2.9 0.5 0.7
O 6.34487 -17.43462 -5.87267 2.0 -0.1 -6.8
H 6.16299 -16.49738 -5.94154 0.0 0.0 0.1
H 5.92768 -17.70045 -5.05320 -1.3 1.4 -2.7
O 3.75067 -14.84933 -2.59225 -4.0 5.0 -3.1
H 4.61048 -14.89613 -2.17422 -1.7 1.7 1.1
H 3.86535 -14.22380 -3.30764 -0.3 0.4 -0.5
O 3.69607 -17.03523 -5.75952 -1.6 2.6 5.0
H 4.14079 -16.75910 -6.56089 -0.3 1.2 1.7
H 3.94980 -17.95140 -5.64775 0.1 0.0 -0.2
O 4.67574 -21.92665 -7.10004 -2.6 -8.0 -3.2
H 4.28347 -21.05752 -7.18347 -0.8 -1.5 -1.3
H 5.51290 -21.85717 -7.55891 0.0 0.0 -0.7
O 4.03470 -17.10304 -7.76582 0.5 -0.3 -6.2
H 3.82270 -16.98141 -8.69129 -0.1 0.3 -0.6
H 4.66728 -17.82137 -7.75691 0.1 -0.2 0.1
C 3.34462 -19.41314 -1.15698 0.5 -2.4 0.7
O 2.68731 -18.87607 -0.04035 1.3 -5.4 6.2
H 4.18758 -18.83279 -1.53210 -0.5 -0.8 -0.1
H 3.75432 -20.40023 -0.94272 -0.8 2.0 0.6
H 2.67730 -19.60984 -1.99608 0.2 0.2 0.5
H 2.53425 -17.93488 -0.15136 -0.8 -1.9 1.3
C 1.83784 -19.47220 -6.13670 -2.4 4.3 -2.1
O 0.57565 -18.91093 -5.91611 -1.6 0.5 -0.4
H 2.19202 -19.50873 -7.16691 -0.3 0.8 1.0
H 2.55140 -18.84822 -5.59859 -1.8 -0.1 -0.6
H 1.98628 -20.45021 -5.67891 -6.4 2.7 -7.3
H 0.74862 -17.98870 -5.71320 -0.3 0.2 -0.1
C 6.55643 -14.76019 -2.48725 3.5 3.0 -1.7
O 5.67645 -14.86271 -1.45128 1.5 1.0 3.3
H 6.39545 -15.60424 -3.15790 2.9 1.2 -0.1
H 6.24573 -13.85646 -3.01151 0.9 0.3 -0.5
H 7.57980 -14.82661 -2.11792 -1.0 1.9 -0.7
H 6.04461 -14.39661 -0.69709 -0.8 0.7 0.2
```
Positions in Å, forces in eV/Å.

As for the gap between HOMO and LUMO: 7.40 eV. As for the energy: -72299.6623 eV. As for the HOMO energy: -7.164 eV. As for the net charge: 0.

=====

Entry 2:
Entry from the Open Molecules 2025 dataset: C35H49I2N3O9P2TeY as an isolated structure (ωB97M-V/def2-TZVPD).

```
102
Properties=species:S:1:pos:R:3:forces:R:3
Y 0.64210 0.14073 -0.03434 -0.1 0.1 -0.2
C -3.39134 -0.21884 2.45271 0.0 0.0 0.0
C -3.34217 0.84714 1.40468 0.0 0.1 0.0
N -4.47241 1.26741 0.88495 0.0 0.0 0.0
C -4.44226 2.23681 -0.04936 0.0 0.0 -0.1
C -3.29124 2.86966 -0.44454 0.0 0.0 0.0
C -3.35925 3.99250 -1.44126 0.0 0.0 0.0
O -3.17336 5.27662 -0.83282 -0.1 0.0 0.1
C -2.06235 2.44233 0.10444 -0.3 -0.2 0.1
C -0.86310 3.21195 -0.12813 -0.2 0.2 -0.1
N 0.31165 2.80006 0.15258 0.4 -0.3 -0.1
C 1.37041 3.72466 0.06935 0.1 0.0 0.1
C 1.40375 4.80603 -0.81310 0.1 0.0 0.1
C 2.46552 5.69513 -0.79455 0.0 0.0 0.0
C 3.50935 5.52968 0.10425 0.0 0.1 0.0
C 3.51078 4.44130 0.96127 0.1 -0.1 0.0
C 2.45776 3.54254 0.92354 0.0 0.2 -0.2
I 2.53422 1.82294 2.09437 0.1 0.1 0.1
C -2.05605 1.34526 0.99826 0.0 0.1 -0.2
O -0.97988 0.79000 1.44673 0.1 -0.1 0.2
H -4.42727 -0.43392 2.70694 0.0 0.0 0.0
H -2.84441 0.09264 3.34563 0.0 0.0 0.0
H -2.90412 -1.12362 2.08699 0.0 0.0 0.0
H -5.39786 2.51251 -0.48424 0.0 0.0 0.0
H -4.32311 3.95555 -1.95815 0.0 0.0 0.0
H -2.57149 3.89832 -2.18964 0.0 0.0 0.0
H -3.74832 5.31119 -0.05963 0.0 0.0 0.0
H -1.01534 4.23660 -0.46441 0.0 0.0 0.0
H 0.62004 4.91660 -1.54886 0.0 0.0 0.0
H 2.47943 6.51603 -1.49964 0.0 0.0 0.0
H 4.33697 6.22715 0.12148 0.0 0.0 0.0
H 4.34050 4.27813 1.63657 0.0 0.0 0.0
I 1.37069 -3.02879 -2.05638 0.0 0.0 0.0
C 2.27922 -1.66970 -0.58625 0.0 -0.1 0.0
H 3.13028 -1.28618 -1.15755 0.0 0.0 0.0
H 2.68445 -2.40470 0.11327 0.0 0.0 0.0
O -0.80963 0.04469 -1.84083 0.1 0.1 0.1
C -1.54604 -0.83046 -1.30069 0.1 0.2 0.0
O -1.20689 -1.40396 -0.23648 -0.1 -0.1 -0.2
C -2.87390 -1.11569 -1.93026 0.0 0.0 0.0
C -3.82186 -1.85661 -1.23846 -0.1 -0.1 0.0
C -5.06971 -2.07945 -1.79607 0.1 0.0 0.0
C -5.32480 -1.55493 -3.05111 0.1 -0.1 0.0
C -4.39789 -0.80745 -3.75961 0.0 0.0 0.0
C -3.16184 -0.58022 -3.18109 0.0 0.1 0.0
N -6.64413 -1.79521 -3.65663 -0.2 0.2 0.1
O -7.46481 -2.41925 -3.01024 0.1 -0.1 0.0
O -6.85977 -1.32745 -4.75895 0.1 -0.1 0.0
H -3.57540 -2.24639 -0.25973 0.0 0.0 0.0
H -5.83529 -2.63856 -1.28035 0.0 0.0 0.0
H -4.65399 -0.41354 -4.73129 0.0 0.0 0.0
H -2.40990 0.02642 -3.67010 0.0 0.0 0.0
C 2.70385 -1.01910 -5.59769 0.0 0.0 0.0
C 1.69966 -0.01707 -5.07685 -0.1 0.1 0.0
O 1.99561 0.23712 -3.70230 0.1 0.0 0.0
P 1.89313 1.67588 -2.99762 0.1 -0.3 0.1
O 1.96939 1.30912 -1.52801 -0.4 -0.1 0.3
Te 0.13046 2.96943 -3.87207 0.0 0.0 0.0
O 3.28333 2.40024 -3.36875 -0.1 0.0 -0.1
C 4.50320 1.74396 -2.98642 0.0 0.0 0.0
C 5.04149 2.31528 -1.69553 0.0 0.0 0.0
H 2.45295 -1.31061 -6.61939 0.0 0.0 0.0
H 2.70192 -1.90951 -4.96816 0.0 0.0 0.0
H 3.70771 -0.59050 -5.59751 0.0 0.0 0.0
H 0.68255 -0.41067 -5.12458 0.0 0.0 0.0
H 1.72431 0.91636 -5.64201 0.0 0.0 0.0
H 5.19833 1.91184 -3.81096 0.0 0.0 0.0
H 4.33396 0.66853 -2.89921 0.0 0.0 0.0
H 5.22723 3.38590 -1.79585 0.0 0.0 0.0
H 5.97893 1.82045 -1.43040 0.0 0.0 0.0
H 4.32320 2.15861 -0.89253 0.0 0.0 0.0
C 3.44324 -1.42501 2.95820 0.0 0.0 0.0
C 2.48366 -2.61238 2.97539 0.0 0.0 0.0
C 2.63233 -3.37251 4.29245 0.0 0.0 0.1
P 0.76224 -2.10110 2.44957 0.2 0.1 0.0
C -0.23842 -1.73263 3.96668 0.0 0.0 0.0
C -0.40381 -2.76795 5.07949 0.0 0.0 0.0
C 0.17985 -0.37566 4.53382 0.0 0.0 0.0
C 0.07601 -3.69955 1.76889 0.0 0.0 0.0
C -1.45219 -3.70401 1.79082 0.0 0.0 0.0
C 0.60693 -5.01932 2.32808 0.0 0.0 0.0
H 4.46093 -1.75669 3.18369 0.0 0.0 0.0
H 3.16995 -0.68591 3.71750 0.0 0.0 0.0
H 3.45627 -0.94168 1.98179 0.0 0.0 0.0
H 2.78878 -3.27778 2.16094 0.0 0.0 0.0
H 2.46081 -2.70538 5.14041 0.1 0.0 0.0
H 3.65230 -3.75682 4.38529 0.0 0.0 0.0
H 1.94541 -4.21123 4.38145 0.1 0.0 0.0
H -1.22100 -1.58354 3.50975 0.0 0.0 0.0
H 0.47486 -2.81696 5.72234 -0.1 0.0 0.0
H -0.59485 -3.76911 4.69676 0.0 0.0 0.0
H -1.25190 -2.48882 5.71186 0.0 0.0 0.0
H 1.17793 -0.41653 4.98088 0.0 0.0 0.0
H -0.51543 -0.06639 5.31978 0.0 0.0 0.0
H 0.16940 0.39024 3.75735 0.0 0.0 0.0
H 0.37944 -3.64045 0.71805 0.0 0.0 0.0
H -1.84471 -3.79979 2.80588 0.0 0.0 0.0
H -1.81741 -4.55807 1.21421 0.0 0.0 0.0
H -1.85043 -2.80377 1.33135 0.0 0.0 0.0
H 0.29411 -5.18413 3.36130 0.0 0.0 0.0
H 1.69352 -5.09365 2.28721 0.0 0.0 0.0
H 0.20503 -5.84234 1.73139 0.0 0.0 0.0
```
Positions in Å, forces in eV/Å.

As for the gap between HOMO and LUMO: 6.28 eV. As for the energy: -103111.1963 eV. The value obtained for the energy above the lowest of the compared OMol25 structures with the same formula, charge and spin is 0.0 kcal/mol. As for the HOMO energy: -4.821 eV. As for the net charge: -1.

=====

Entry 3:
Entry from the Open Molecules 2025 dataset: one molecule with the formula C3H5NO2 (ωB97M-V/def2-TZVPD).

```
11
Properties=species:S:1:pos:R:3:forces:R:3
O 0.43053 -2.06669 -0.92420 -0.1 -0.1 0.2
C -0.53746 -1.68297 -0.31712 0.6 0.0 -0.4
C -0.63707 -0.26129 0.17747 -0.1 -0.5 -0.4
N 0.64691 0.35823 0.31458 0.1 0.8 0.1
C 0.78868 1.70757 0.02716 -0.2 -0.7 0.0
O 0.09362 2.28705 -0.76705 -0.2 0.4 0.3
H -1.36906 -2.38273 -0.13246 -0.2 0.2 0.1
H -1.23512 0.27237 -0.56708 0.0 0.1 0.0
H -1.18288 -0.23052 1.11717 -0.2 -0.1 0.2
H 1.47912 -0.20503 0.39126 -0.1 -0.1 0.3
H 1.52273 2.20401 0.68027 0.4 0.0 -0.4
```
Positions in Å, forces in eV/Å.

As for the gap between HOMO and LUMO: 10.90 eV. As for the energy: -8776.4441 eV. The value obtained for the energy above the lowest of the compared OMol25 structures with the same formula, charge and spin is 28.8 kcal/mol. As for the HOMO energy: -10.000 eV. As for the net charge: 0. Its SMILES is O=CCNC=O.

=====

Entry 4:
Entry from the Open Molecules 2025 dataset: one molecule with the formula C2H2N4O2 (ωB97M-V/def2-TZVPD).

```
10
Properties=species:S:1:pos:R:3:forces:R:3
O 1.06679 -0.71813 1.86761 1.5 0.3 -0.6
C 0.24953 -0.22320 0.94507 -2.3 -0.2 4.7
N -1.11689 -0.24264 1.52827 0.4 -0.5 -5.6
N -2.02878 -0.23717 0.50357 3.5 0.8 1.1
N -1.61511 -0.05457 -0.79600 0.6 0.4 0.1
C -0.33941 0.29175 -1.07056 -0.7 -0.7 0.5
O 0.08907 0.57839 -2.33164 1.4 1.3 2.6
N 0.66986 0.26755 -0.15110 -0.7 -0.1 -1.6
H 2.01925 -0.66664 1.56851 -1.4 0.0 0.2
H 1.00569 1.00468 -2.06373 -2.2 -1.2 -1.4
```
Positions in Å, forces in eV/Å.

As for the gap between HOMO and LUMO: 9.87 eV. As for the energy: -12159.1493 eV. The value obtained for the energy above the lowest of the compared OMol25 structures with the same formula, charge and spin is 83.0 kcal/mol. As for the HOMO energy: -10.407 eV. As for the net charge: 0. Its SMILES is Oc1nnnc(O)n1.